1.
A molecular structure, C7H13N in a non-equilibrium geometry. Source: the OMol25 dataset; level of theory: ωB97M-V with the def2-TZVPD basis set.

The geometry in XYZ format:
```
21
Properties=species:S:1:pos:R:3:forces:R:3:nbo_charge:R:1
H 1.203 -2.522 2.169 -0.054 0.150 -0.069 0.359
H -3.219 -0.330 -1.426 0.413 -0.568 0.154 0.201
C 0.757 0.492 -1.132 1.363 1.957 2.638 -0.179
H 0.769 -0.190 3.304 0.048 -0.611 0.255 0.194
H 1.815 0.219 -1.082 0.004 -0.265 0.309 0.202
C 0.413 1.366 -2.268 0.023 -0.330 0.147 -0.599
C -2.125 -0.329 -1.465 -0.366 -0.971 1.331 -0.476
H -2.176 -0.248 0.547 0.389 0.867 0.152 0.205
H -0.012 0.225 -2.106 -1.579 0.356 -1.948 0.332
N 1.365 -1.611 1.754 0.672 0.029 0.933 -0.853
C 0.512 -0.567 2.321 -1.422 0.481 -2.546 -0.209
H 0.839 1.371 -3.264 0.641 -0.529 0.404 0.223
H -0.085 2.306 -2.035 -0.892 -0.818 0.059 0.237
H 1.195 -1.679 0.762 -0.147 -0.053 -0.129 0.358
C -0.107 0.340 0.029 1.214 -0.078 -3.748 -0.156
H 0.345 1.550 1.881 -0.679 0.062 -0.661 0.225
C -1.471 -0.108 -0.283 -1.111 1.014 0.395 -0.199
C 0.581 0.643 1.308 1.148 -1.945 2.165 -0.436
H -1.730 -0.773 -2.365 0.431 0.892 -0.490 0.187
H -0.544 -0.883 2.159 0.236 0.139 1.326 0.162
H 1.677 0.730 1.190 -0.334 0.222 -0.679 0.223
```
Positions in Å, forces in eV/Å.

Output
Electronic energy ... -8953.544 eV
Multiplicity ... 1
Largest force on an atom ... 3.9 eV/A
Energy above the lowest of the compared OMol25 structures with the same formula, charge and spin ... 147.32 kcal per mole
Orbital gap ... 6.460 eV
Highest occupied orbital energy ... -6.565 eV

***

2.
C7H13N in the gas phase in a non-equilibrium geometry. Source: the OMol25 dataset; level of theory: ωB97M-V with the def2-TZVPD basis set.

The geometry in XYZ format:
```
21
Properties=species:S:1:pos:R:3:forces:R:3:nbo_charge:R:1
H 2.769 -0.008 -1.172 0.122 -0.273 -0.013 0.193
H 1.629 1.815 0.256 -0.444 -0.617 -0.932 0.400
H 1.679 -0.573 0.996 0.214 0.825 0.094 0.208
H 1.184 -0.293 -2.049 -0.313 0.595 0.001 0.203
H -0.546 0.536 2.154 0.025 0.081 -0.131 0.225
H -0.507 -1.983 -1.359 0.080 0.002 -0.081 0.210
C 1.101 -0.270 0.127 0.669 -2.600 -2.991 -0.140
H -1.937 -0.471 1.767 -0.082 -0.107 0.065 0.208
C -0.762 -1.896 -0.305 0.023 0.176 -0.056 -0.584
H -1.844 0.313 -1.290 -0.373 0.114 -0.004 0.205
H -0.686 2.523 -1.395 0.197 -0.064 -0.433 0.192
H -0.215 -2.666 0.241 -0.056 -0.015 0.018 0.211
C -0.302 1.684 -0.830 -1.561 0.193 2.168 -0.014
C -0.408 -0.504 0.233 0.148 0.409 0.352 -0.161
H -0.410 -1.212 2.288 -0.037 -0.125 0.011 0.201
H -1.832 -2.074 -0.208 -0.097 -0.076 0.093 0.205
C -0.852 -0.406 1.701 -0.010 0.124 -0.067 -0.597
H 0.654 3.025 0.363 -0.598 0.084 -0.026 0.365
C -1.055 0.587 -0.608 1.555 -0.116 -1.201 -0.202
N 0.641 2.021 0.203 0.543 2.474 0.395 -0.874
C 1.698 -0.148 -1.113 -0.007 -1.084 2.736 -0.453
```
Positions in Å, forces in eV/Å.

Output
Electronic energy ... -8957.195 eV
Multiplicity ... 1
Largest force on an atom ... 4.0 eV/A
Energy above the lowest of the compared OMol25 structures with the same formula, charge and spin ... 63.13 kcal per mole
Orbital gap ... 9.072 eV
Highest occupied orbital energy ... -8.065 eV
SMILES ... C=CC(C)(C)/C=C\N

***

3.
A gas-phase ion, C7H13N2 (charge +1) in a non-equilibrium geometry. Source: the OMol25 dataset; level of theory: ωB97M-V with the def2-TZVPD basis set.

The geometry in XYZ format:
```
22
Properties=species:S:1:pos:R:3:forces:R:3:nbo_charge:R:1
H 1.069 1.411 2.282 0.736 2.056 -0.817 0.235
H 2.928 -0.107 1.718 0.602 0.050 -2.175 0.228
N 1.011 0.579 -0.924 0.139 -1.016 0.874 -0.657
H 0.607 -1.428 1.353 0.367 -1.729 0.561 0.249
H -0.233 0.539 2.950 -2.868 0.460 1.334 0.237
N -0.841 -0.307 0.555 2.194 -0.601 1.433 -0.199
C 2.928 0.211 0.590 0.727 0.671 3.885 -0.713
C 0.469 -0.418 1.147 0.132 3.439 -0.069 -0.115
H -3.140 -0.644 -3.244 0.418 0.392 1.771 0.261
H 1.225 -0.114 2.995 0.809 -0.025 0.754 0.235
C -2.347 -0.710 -2.411 -0.706 0.251 -3.813 -0.633
H -3.689 -0.282 -0.716 1.813 0.919 -0.632 0.303
C -1.668 -0.214 -0.197 -0.144 -0.220 0.189 0.703
C 0.603 0.499 2.377 1.026 -3.517 -0.201 -0.606
H -2.526 1.113 -1.216 -0.726 0.549 -0.479 0.297
C 1.521 0.153 0.178 -1.949 0.748 -3.489 0.329
H -1.512 -0.267 -3.024 -0.200 -0.820 1.284 0.253
C -2.647 0.041 -1.141 -3.111 -0.521 -0.320 -0.558
H 3.372 1.249 0.694 -0.799 -1.017 -0.703 0.270
H 3.574 -0.402 -0.008 0.286 -0.359 -0.198 0.267
H -2.324 -1.787 -2.284 0.701 -0.037 0.277 0.240
H 1.620 0.885 -1.676 0.552 0.328 0.534 0.373
```
Positions in Å, forces in eV/Å.

Output
Electronic energy ... -10441.106 eV
Multiplicity ... 1
Largest force on an atom ... 4.1 eV/A
Charge ... +1
Energy above the lowest of the compared OMol25 structures with the same formula, charge and spin ... 71.29 kcal per mole
Orbital gap ... 10.819 eV
Highest occupied orbital energy ... -13.904 eV
SMILES ... [H]/N=C(\C)[C@@H](C)[N+]#CCC

***

4.
A molecular structure, C7H13N2 in a non-equilibrium geometry. Source: the OMol25 dataset; level of theory: ωB97M-V with the def2-TZVPD basis set.

The geometry in XYZ format:
```
22
Properties=species:S:1:pos:R:3:forces:R:3:nbo_charge:R:1
H 0.696 -2.440 0.184 -0.783 1.782 -0.052 0.253
C 0.841 0.468 -1.896 -0.317 -1.289 -3.296 -0.241
H 2.352 -0.978 1.472 -0.779 0.168 0.049 0.264
H -0.496 -1.940 1.368 -0.276 -0.572 0.979 0.222
H 1.582 -0.352 -2.248 -1.140 1.251 0.864 0.233
H -2.414 -0.653 1.046 0.381 0.191 -0.758 0.230
H 0.911 -0.392 2.464 0.877 0.372 -1.577 0.258
C 0.991 2.019 0.283 -0.903 1.235 -0.693 -0.252
H -1.252 0.324 1.855 -0.257 0.428 -1.029 0.219
C 1.303 -0.612 1.413 0.105 -0.192 -0.111 -0.455
H 0.061 2.579 0.330 -0.573 -0.755 -0.156 0.218
C -0.532 -0.255 -1.452 0.004 0.215 -1.248 -0.260
N -0.475 -0.423 0.016 -0.124 1.382 -0.888 -0.348
H -1.457 0.341 -1.811 1.528 -1.036 0.959 0.244
C -1.640 0.112 0.825 0.430 -0.835 0.631 -0.414
N 1.403 1.122 -0.801 1.059 -1.149 1.000 -0.342
H 0.724 1.094 -2.843 -0.030 -0.491 1.521 0.252
H 1.764 2.721 0.429 1.140 0.382 0.821 0.236
H -2.099 0.971 0.310 0.404 -0.316 0.434 0.235
C 1.134 0.581 0.389 -1.157 -1.074 2.225 0.425
H -0.440 -1.191 -2.058 -0.758 0.438 0.960 0.247
C 0.248 -1.536 0.728 1.168 -0.134 -0.633 -0.224
```
Positions in Å, forces in eV/Å.

Output
Electronic energy ... -10439.643 eV
Multiplicity ... 1
Largest force on an atom ... 3.6 eV/A
Charge ... +1
Energy above the lowest of the compared OMol25 structures with the same formula, charge and spin ... 105.03 kcal per mole
Orbital gap ... 11.126 eV
Highest occupied orbital energy ... -14.096 eV

***

5.
2 unconnected molecules or ions with the total composition C7H13N2O2 in a non-equilibrium geometry. Source: the OMol25 dataset; level of theory: ωB97M-V with the def2-TZVPD basis set.

The geometry in XYZ format:
```
24
Properties=species:S:1:pos:R:3:forces:R:3:nbo_charge:R:1
N -2.306 0.223 0.004 1.306 2.328 -1.111 -0.288
O 1.724 -1.805 -0.369 -0.784 1.092 -0.178 -0.638
C 3.307 0.311 0.033 -3.134 0.404 1.268 -0.597
C -1.013 0.486 -0.251 -0.533 0.759 0.362 0.253
H -3.337 1.662 -1.118 0.498 0.596 -1.981 0.237
C -3.335 1.213 -0.184 -1.333 0.805 2.723 -0.420
H 1.358 -1.068 2.181 -0.345 0.419 -1.516 -0.053
C 1.050 -0.721 0.081 3.357 -0.514 2.414 0.519
H -0.546 1.400 -0.574 -0.288 0.133 -0.142 0.281
H -3.534 -1.321 0.733 2.391 -0.236 -0.691 0.276
H 3.575 0.196 1.005 1.316 -0.477 2.897 0.227
H -4.321 0.732 -0.101 0.429 0.187 0.305 0.239
H 3.537 -0.510 -0.502 0.816 -2.624 -1.849 0.233
H 1.162 -2.519 -0.647 -0.552 -0.662 -0.210 0.500
H 1.489 1.137 0.891 -0.176 0.936 -0.288 0.203
H -1.061 -2.656 0.718 0.719 1.903 -0.728 0.277
H -3.230 2.058 0.576 -0.244 -1.315 -0.813 0.239
C -2.460 -1.047 0.403 -1.405 -0.760 0.350 -0.011
H 2.360 1.647 -1.609 -2.723 -1.747 0.678 0.500
O 1.528 1.066 -1.346 2.061 2.031 0.724 -0.757
N -0.308 -0.595 0.040 -1.796 -1.843 -0.560 -0.363
H 3.750 1.131 -0.349 1.768 2.815 -1.169 0.207
C -1.206 -1.586 0.350 -1.747 -3.215 1.961 -0.073
C 1.820 0.565 0.034 0.401 -1.017 -2.445 0.011
```
Positions in Å, forces in eV/Å.

Output
Electronic energy ... -14533.446 eV
Multiplicity ... 1
Largest force on an atom ... 4.2 eV/A
Charge ... +1
Energy above the lowest of the compared OMol25 structures with the same formula, charge and spin ... 118.66 kcal per mole
Orbital gap (spin up / spin down) ... 8.962 / 7.679 eV
Highest occupied orbital energy (spin up / spin down) ... -13.246 / -11.914 eV

***

6.
2 unconnected molecules or ions with the total composition C7H13N2O2P in a non-equilibrium geometry. Source: the OMol25 dataset; level of theory: ωB97M-V with the def2-TZVPD basis set.

The geometry in XYZ format:
```
25
Properties=species:S:1:pos:R:3:forces:R:3:nbo_charge:R:1
H 2.317 1.971 1.973 1.017 0.452 -1.095 0.238
H 2.133 0.413 2.071 0.607 -0.985 -0.397 0.253
O 0.152 -0.373 -1.187 -0.159 0.575 -1.294 -1.167
C -2.017 -1.670 0.737 4.207 -2.799 2.495 -0.201
C -2.908 -0.920 0.590 -3.283 1.775 -1.728 -0.094
N 2.020 1.004 0.142 -1.042 0.499 -1.205 -0.471
H -1.834 1.108 -0.267 -0.580 0.330 -0.230 0.186
N -3.906 0.893 -0.648 -1.236 -1.177 -0.446 -0.355
C -4.005 -0.170 0.008 -1.918 -0.347 1.182 0.032
H -1.134 -2.172 1.221 -1.487 0.576 -1.172 0.264
H 1.693 -1.820 -0.968 0.679 0.973 -2.014 0.204
H 3.684 0.872 1.201 0.312 0.385 0.965 0.220
C -2.637 1.357 -0.993 1.912 -0.412 -0.464 -0.468
H -2.280 0.889 -1.962 -0.566 0.873 0.828 0.230
C 2.635 1.088 1.376 0.371 0.271 2.580 -0.470
O 1.112 -1.277 0.944 -0.432 0.503 -0.922 -0.863
H -2.852 2.392 -1.026 1.041 1.438 -0.676 0.203
C 1.612 -2.231 -0.029 0.482 -0.876 3.350 -0.265
H 1.661 1.315 -1.676 -1.311 -0.230 -2.365 0.218
C 2.378 1.481 -0.960 3.918 0.513 0.286 0.054
H 3.470 1.896 -1.255 -2.676 -0.587 1.118 0.189
H -5.081 -0.460 0.172 1.336 -0.320 0.263 0.196
H 0.905 -3.034 -0.118 -0.325 -0.569 0.069 0.178
P 0.334 0.050 0.215 -0.473 -0.927 1.616 1.509
H 2.548 -2.603 0.440 -0.394 0.065 -0.743 0.178
```
Positions in Å, forces in eV/Å.

Output
Electronic energy ... -23829.224 eV
Multiplicity ... 1
Largest force on an atom ... 5.6 eV/A
Energy above the lowest of the compared OMol25 structures with the same formula, charge and spin ... 61.91 kcal per mole
Orbital gap ... 8.292 eV
Highest occupied orbital energy ... -8.488 eV

***

Look up the energy above the lowest of the compared OMol25 structures with the same formula, charge and spin of the sixth one. 61.91 kcal per mole

***

Repeat the fifth record exactly.
2 unconnected molecules or ions with the total composition C7H13N2O2 in a non-equilibrium geometry. Source: the OMol25 dataset; level of theory: ωB97M-V with the def2-TZVPD basis set.

The geometry in XYZ format:
```
24
Properties=species:S:1:pos:R:3:forces:R:3:nbo_charge:R:1
N -2.306 0.223 0.004 1.306 2.328 -1.111 -0.288
O 1.724 -1.805 -0.369 -0.784 1.092 -0.178 -0.638
C 3.307 0.311 0.033 -3.134 0.404 1.268 -0.597
C -1.013 0.486 -0.251 -0.533 0.759 0.362 0.253
H -3.337 1.662 -1.118 0.498 0.596 -1.981 0.237
C -3.335 1.213 -0.184 -1.333 0.805 2.723 -0.420
H 1.358 -1.068 2.181 -0.345 0.419 -1.516 -0.053
C 1.050 -0.721 0.081 3.357 -0.514 2.414 0.519
H -0.546 1.400 -0.574 -0.288 0.133 -0.142 0.281
H -3.534 -1.321 0.733 2.391 -0.236 -0.691 0.276
H 3.575 0.196 1.005 1.316 -0.477 2.897 0.227
H -4.321 0.732 -0.101 0.429 0.187 0.305 0.239
H 3.537 -0.510 -0.502 0.816 -2.624 -1.849 0.233
H 1.162 -2.519 -0.647 -0.552 -0.662 -0.210 0.500
H 1.489 1.137 0.891 -0.176 0.936 -0.288 0.203
H -1.061 -2.656 0.718 0.719 1.903 -0.728 0.277
H -3.230 2.058 0.576 -0.244 -1.315 -0.813 0.239
C -2.460 -1.047 0.403 -1.405 -0.760 0.350 -0.011
H 2.360 1.647 -1.609 -2.723 -1.747 0.678 0.500
O 1.528 1.066 -1.346 2.061 2.031 0.724 -0.757
N -0.308 -0.595 0.040 -1.796 -1.843 -0.560 -0.363
H 3.750 1.131 -0.349 1.768 2.815 -1.169 0.207
C -1.206 -1.586 0.350 -1.747 -3.215 1.961 -0.073
C 1.820 0.565 0.034 0.401 -1.017 -2.445 0.011
```
Positions in Å, forces in eV/Å.

Output
Electronic energy ... -14533.446 eV
Multiplicity ... 1
Largest force on an atom ... 4.2 eV/A
Charge ... +1
Energy above the lowest of the compared OMol25 structures with the same formula, charge and spin ... 118.66 kcal per mole
Orbital gap (spin up / spin down) ... 8.962 / 7.679 eV
Highest occupied orbital energy (spin up / spin down) ... -13.246 / -11.914 eV